The following is a DFT calculation (ωB97M-V with the def2-TZVPD basis set) of a cluster of 11 separate species, C33H78O23P4 in total.

Each line ends with the Mulliken charge.
CARTESIAN COORDINATES (ANGSTROEM)
1 C 4.344 2.342 1.439  -0.680
2 O 3.030 2.924 1.591  0.662
3 P 2.144 2.717 2.860  -0.098
4 O 1.815 1.327 3.275  -0.296
5 O 2.839 3.581 4.015  -0.364
6 C 3.164 4.937 3.894  -0.649
7 O 0.894 3.589 2.610  -0.403
8 C -0.325 3.100 2.021  0.536
9 H 4.739 2.112 2.417  0.518
10 H 5.022 3.123 1.009  0.137
11 H 4.316 1.499 0.768  0.089
12 H 3.208 5.205 2.860  0.245
13 H 4.064 5.205 4.462  0.230
14 H 2.281 5.461 4.315  0.245
15 H -0.046 2.457 1.231  -0.551
16 H -0.937 3.936 1.724  0.259
17 H -0.905 2.573 2.775  0.221
18 C 0.635 1.611 -2.056  -0.640
19 O 0.031 1.077 -0.877  0.391
20 P -0.548 -0.453 -0.918  -0.712
21 O -1.251 -0.709 -2.181  -0.229
22 O 0.790 -1.369 -0.681  0.509
23 C 0.562 -2.775 -0.869  -0.409
24 O -1.325 -0.383 0.388  0.180
25 C -0.533 -0.518 1.646  -0.259
26 H 1.056 2.576 -1.834  0.216
27 H -0.101 1.832 -2.812  0.036
28 H 1.478 1.068 -2.478  0.185
29 H 1.570 -3.236 -0.908  0.092
30 H 0.033 -2.974 -1.792  0.219
31 H 0.124 -3.282 0.053  -0.080
32 H -0.477 0.384 2.211  0.031
33 H 0.449 -0.943 1.478  -0.025
34 H -1.101 -1.215 2.268  0.054
35 C -5.186 2.720 2.803  -0.567
36 O -5.315 1.411 3.254  -0.365
37 P -4.077 0.546 3.794  0.411
38 O -2.789 0.969 3.303  0.089
39 O -4.294 0.558 5.417  -0.401
40 C -3.321 -0.019 6.350  -0.419
41 O -4.565 -0.893 3.479  -0.320
42 C -3.892 -1.557 2.387  0.411
43 H -4.282 3.010 2.287  0.114
44 H -5.274 3.402 3.689  0.279
45 H -6.014 2.935 2.225  0.314
46 H -2.922 -0.965 5.949  0.142
47 H -3.947 -0.118 7.212  0.251
48 H -2.469 0.602 6.520  0.249
49 H -3.362 -2.375 2.683  -0.183
50 H -3.240 -0.871 1.864  -0.269
51 H -4.713 -1.897 1.726  0.327
52 C -0.150 6.158 -1.240  -0.728
53 O -0.435 5.069 -2.164  0.223
54 P -1.906 5.272 -2.815  0.551
55 O -2.214 6.633 -3.260  -0.740
56 O -1.813 4.114 -3.952  -0.029
57 C -1.224 4.502 -5.187  -0.812
58 O -3.001 4.680 -1.837  -0.343
59 C -2.917 3.341 -1.293  -0.125
60 H 0.140 7.022 -1.781  0.267
61 H 0.661 5.758 -0.733  0.149
62 H -0.976 6.254 -0.489  0.337
63 H -0.194 4.837 -5.111  0.289
64 H -1.876 5.261 -5.631  0.355
65 H -1.221 3.657 -5.823  0.251
66 H -3.378 3.281 -0.328  0.248
67 H -1.908 2.919 -1.251  -0.096
68 H -3.514 2.610 -1.879  0.275
69 C -3.361 -0.320 -4.071  -0.766
70 C -3.409 -1.781 -3.890  0.953
71 C -4.316 -2.243 -2.702  -1.070
72 O -2.827 -2.522 -4.625  -0.599
73 H -2.809 0.091 -4.948  0.221
74 H -2.762 0.067 -3.253  -0.189
75 H -4.303 0.181 -4.051  0.529
76 H -3.623 -2.045 -1.853  0.010
77 H -4.769 -3.205 -2.684  0.443
78 H -5.151 -1.519 -2.554  0.355
79 C -1.028 -6.042 4.647  -1.221
80 C -1.589 -4.818 4.028  0.853
81 C -0.968 -4.600 2.645  -0.174
82 O -2.324 -3.995 4.506  -0.539
83 H -1.425 -6.207 5.660  0.352
84 H 0.053 -5.906 4.805  0.180
85 H -1.103 -6.976 4.082  0.355
86 H -1.403 -5.342 2.025  0.617
87 H 0.129 -4.691 2.647  0.011
88 H -1.273 -3.613 2.245  -0.380
89 C 0.128 0.451 -5.608  -0.411
90 C 1.370 -0.098 -4.971  0.541
91 C 1.218 -1.458 -4.322  -0.405
92 O 2.468 0.407 -5.112  -0.643
93 H -0.644 0.535 -4.813  -0.425
94 H -0.308 -0.163 -6.357  0.549
95 H 0.269 1.445 -6.067  0.273
96 H 2.148 -1.725 -3.827  0.307
97 H 0.999 -2.227 -5.101  0.379
98 H 0.426 -1.450 -3.584  -0.217
99 C 5.036 2.592 -3.173  -1.156
100 C 4.467 3.595 -2.247  0.900
101 C 5.297 4.799 -1.917  -1.328
102 O 3.400 3.385 -1.690  -0.330
103 H 5.295 3.094 -4.094  0.386
104 H 4.453 1.711 -3.292  0.209
105 H 5.918 2.263 -2.582  0.322
106 H 6.219 4.550 -1.391  0.347
107 H 4.812 5.445 -1.181  0.291
108 H 5.502 5.280 -2.896  0.393
109 C 2.350 -4.264 4.497  -0.778
110 C 3.003 -2.864 4.408  0.845
111 C 2.136 -1.682 4.625  -0.582
112 O 4.193 -2.837 4.138  -0.644
113 H 3.092 -4.985 4.812  0.357
114 H 1.887 -4.460 3.510  -0.031
115 H 1.557 -4.244 5.268  0.356
116 H 1.033 -1.879 4.498  0.056
117 H 2.567 -0.813 4.185  -0.039
118 H 2.170 -1.457 5.737  0.467
119 C -1.028 -4.887 -5.027  -0.820
120 C -0.920 -5.325 -3.594  1.022
121 C -2.183 -5.868 -2.999  -1.080
122 O 0.056 -5.167 -2.903  -0.583
123 H -0.010 -4.518 -5.339  0.202
124 H -1.651 -4.019 -5.089  0.099
125 H -1.373 -5.698 -5.675  0.479
126 H -2.780 -5.077 -2.492  0.083
127 H -1.936 -6.483 -2.176  0.415
128 H -2.834 -6.426 -3.725  0.332
129 C 3.959 -3.039 0.686  -2.251
130 C 2.926 -2.204 1.371  0.903
131 C 3.298 -0.786 1.352  -0.043
132 O 1.887 -2.650 1.754  -0.205
133 H 4.408 -2.514 -0.152  0.445
134 H 3.555 -3.998 0.368  0.412
135 H 4.741 -3.146 1.406  0.588
136 H 2.801 -0.106 2.065  -0.771
137 H 3.072 -0.318 0.402  0.330
138 H 4.366 -0.840 1.579  0.718

Calculated values
Orbital gap (eV): 9.84
Total charge: 0
LUMO (Eh): 0.015
SMILES: COP(=O)(OC)OC.COP(=O)(OC)OC.COP(=O)(OC)OC.COP(=O)(OC)OC.CC(C)=O.CC(C)=O.CC(C)=O.CC(C)=O.CC(C)=O.CC(C)=O.CC(C)=O



The following is a DFT calculation (ωB97M-V with the def2-TZVPD basis set) of a cluster of 2 separate species, C3H9NOS in total.

Each line ends with the natural charge from an NBO analysis.
CARTESIAN COORDINATES (ANGSTROEM)
1 N -1.951 -0.291 -0.288  -0.841
2 C -1.764 1.013 -0.497  0.506
3 O -1.182 1.762 0.308  -0.644
4 H -2.756 -0.577 -0.915  0.382
5 H -1.423 -0.906 0.322  0.410
6 H -2.160 1.397 -1.395  0.113
7 C 1.151 0.488 1.406  -0.763
8 S 0.531 -1.078 0.732  0.186
9 C 1.366 -1.114 -0.856  -0.731
10 H 1.860 1.038 0.654  0.241
11 H 0.474 1.217 1.747  0.255
12 H 1.358 0.178 2.437  0.229
13 H 1.029 -0.213 -1.373  0.211
14 H 1.072 -1.948 -1.442  0.230
15 H 2.393 -0.966 -0.840  0.217

Calculated values
Orbital gap (eV): 9.19
Total charge: 0
LUMO (Eh): 0.030
SMILES: NC=O.CSC



The following is a DFT calculation (ωB97M-V with the def2-TZVPD basis set) of a structure of composition C35H30BF4N6O2PdS.

Each line ends with the Mulliken spin population.
CARTESIAN COORDINATES (ANGSTROEM)
1 Pd 0.507 0.000 0.716  -0.004
2 C -4.576 4.484 -4.801  0.004
3 O -5.693 3.649 -4.566  0.020
4 C -5.854 3.165 -3.303  0.140
5 C -5.192 3.659 -2.185  -0.073
6 C -5.395 3.070 -0.941  0.167
7 C -6.258 1.978 -0.799  -0.051
8 C -6.958 1.531 -1.931  0.132
9 C -6.757 2.109 -3.162  -0.077
10 N -6.464 1.280 0.380  0.551
11 N -5.736 1.664 1.400  0.589
12 C -4.440 1.445 1.563  0.043
13 C -3.753 2.166 2.575  0.177
14 C -2.383 2.186 2.653  -0.068
15 C -1.580 1.470 1.747  0.211
16 O -0.298 1.596 1.682  0.149
17 C -2.260 0.551 0.869  0.042
18 N -1.455 -0.300 0.156  0.037
19 C -2.012 -1.203 -0.622  -0.047
20 C -3.399 -1.331 -0.744  0.059
21 C -4.218 -0.480 -0.051  -0.027
22 C -3.657 0.508 0.773  0.022
23 H -4.454 4.535 -5.880  0.000
24 H -3.670 4.070 -4.353  -0.002
25 H -4.740 5.492 -4.411  0.001
26 H -4.520 4.502 -2.265  -0.005
27 H -4.888 3.466 -0.072  0.020
28 H -7.639 0.697 -1.815  0.003
29 H -7.279 1.754 -4.042  -0.003
30 H -4.353 2.761 3.252  0.002
31 H -1.875 2.776 3.405  -0.005
32 H -1.344 -1.871 -1.148  -0.007
33 H -3.805 -2.107 -1.377  0.005
34 H -5.293 -0.576 -0.116  -0.013
35 N 2.516 -2.596 1.292  -0.001
36 C 2.404 -2.606 -0.018  0.002
37 S 1.239 -1.642 -0.796  -0.001
38 N 3.243 -3.446 -0.675  0.000
39 C 3.404 -3.739 -2.042  0.000
40 C 4.041 -4.942 -2.342  0.000
41 C 4.248 -5.321 -3.656  0.000
42 C 3.823 -4.502 -4.694  0.000
43 C 3.216 -3.292 -4.390  0.000
44 C 3.010 -2.898 -3.074  0.000
45 H 1.807 -2.125 1.845  0.000
46 H 3.088 -3.260 1.790  0.000
47 H 3.788 -4.040 -0.069  0.000
48 H 4.371 -5.589 -1.536  0.000
49 H 4.738 -6.263 -3.867  0.000
50 H 3.968 -4.801 -5.723  0.000
51 H 2.896 -2.632 -5.186  0.000
52 H 2.553 -1.944 -2.855  0.000
53 F 1.698 -3.189 3.585  0.000
54 B 0.288 -3.066 3.436  0.003
55 F -0.260 -4.307 3.106  0.000
56 F -0.265 -2.553 4.608  0.000
57 F 0.047 -2.149 2.367  0.001
58 C 2.383 2.082 5.378  0.001
59 C 1.551 1.017 5.050  -0.003
60 C 1.544 0.488 3.770  -0.003
61 C 2.374 1.008 2.773  0.007
62 C 3.204 2.083 3.108  0.002
63 C 3.209 2.608 4.392  0.000
64 N 2.329 0.475 1.474  0.004
65 C 3.493 0.475 0.715  -0.001
66 C 3.470 0.743 -0.658  0.000
67 C 4.605 0.596 -1.445  0.000
68 C 5.815 0.211 -0.886  0.000
69 C 5.868 -0.002 0.491  0.000
70 C 4.736 0.128 1.276  0.000
71 H 2.391 2.490 6.381  0.000
72 H 0.901 0.580 5.799  0.000
73 H 0.896 -0.349 3.539  -0.002
74 H 3.836 2.520 2.344  0.000
75 H 3.855 3.449 4.618  0.000
76 H 2.535 1.067 -1.099  0.000
77 H 4.541 0.794 -2.509  0.000
78 H 6.699 0.095 -1.499  0.000
79 H 6.805 -0.285 0.957  0.000
80 H 4.789 -0.065 2.340  0.000

Calculated values
Orbital gap (alpha / beta) (eV): 6.29 / 5.53
Total charge: -1
LUMO (alpha / beta) (Eh): 0.080 / 0.049
Expectation value of S²: 2.08
Multiplicity: 3



The following is a DFT calculation (ωB97M-V with the def2-TZVPD basis set) of a cluster of 2 separate species, C4H12O3 in total.

Each line ends with the Mulliken spin population.
CARTESIAN COORDINATES (ANGSTROEM)
1 C 0.579 -0.048 -1.602  0.011
2 O 0.249 0.726 -2.717  0.054
3 C 1.034 0.829 -0.426  0.034
4 C 1.146 -0.137 0.825  0.008
5 C 0.063 -0.128 1.817  0.032
6 O -0.581 1.022 2.212  0.506
7 H -0.288 -0.666 -1.343  0.005
8 H 1.410 -0.718 -1.836  0.000
9 H -0.258 1.547 -2.538  -0.003
10 H 0.210 1.547 -0.287  0.001
11 H 1.969 1.362 -0.476  0.002
12 H 2.106 0.084 1.309  0.058
13 H 1.200 -1.133 0.388  0.002
14 H 0.424 -0.536 2.801  0.128
15 H -0.816 -0.809 1.635  0.172
16 H -0.518 1.724 1.547  -0.013
17 H -1.999 -1.444 -0.070  -0.001
18 H -3.256 -1.249 -0.767  0.000
19 O -2.673 -1.974 -0.470  0.004

Calculated values
Orbital gap (alpha / beta) (eV): 10.94 / 4.16
Total charge: +1
LUMO (alpha / beta) (Eh): -0.139 / -0.376
Expectation value of S²: 0.75
Multiplicity: 2



The following is a DFT calculation (ωB97M-V with the def2-TZVPD basis set) of the ion C5H7N2O2 with charge +1.

Each line ends with the natural charge from an NBO analysis.
CARTESIAN COORDINATES (ANGSTROEM)
1 C 0.591 -1.480 -0.877  -0.711
2 C -0.424 -0.719 -0.162  0.565
3 N -1.682 -1.105 -0.147  -0.520
4 C -2.776 -0.681 0.215  0.953
5 O -3.893 -0.646 0.440  -0.302
6 C -0.064 0.572 0.403  -0.307
7 C 1.435 0.834 0.692  -0.630
8 N -0.674 1.750 -0.361  0.230
9 O 0.048 2.648 -0.490  -0.141
10 H 0.843 -2.365 -0.198  0.308
11 H 1.458 -0.911 -1.030  0.257
12 H 0.198 -1.660 -1.987  0.300
13 H -0.514 0.816 1.314  0.274
14 H 2.059 0.077 0.918  0.238
15 H 1.536 1.666 1.443  0.255
16 H 1.860 1.206 -0.172  0.231

Calculated values
Orbital gap (alpha / beta) (eV): 7.64 / 7.64
Total charge: +1
LUMO (alpha / beta) (Eh): -0.241 / -0.241
SMILES: CC(=[N+]=C=O)[C@@H](C)N=O



The following is a DFT calculation (ωB97M-V with the def2-TZVPD basis set) of a cluster of 2 separate species, C4H10O3 in total.

Each line ends with the natural charge from an NBO analysis.
CARTESIAN COORDINATES (ANGSTROEM)
1 O 2.755 0.745 1.299  -0.709
2 C 1.526 0.808 1.978  -0.086
3 C 0.369 0.530 1.041  0.024
4 C 0.452 0.885 -0.370  -0.119
5 O 0.669 -0.471 0.058  -0.538
6 H 2.735 -0.082 0.794  0.476
7 H 1.489 0.094 2.816  0.169
8 H 1.433 1.816 2.395  0.190
9 H -0.619 0.428 1.490  0.206
10 H 1.346 1.382 -0.739  0.203
11 H -0.470 1.032 -0.929  0.201
12 C -2.121 -1.207 -1.946  -0.246
13 O -1.981 -1.048 -0.553  -0.746
14 H -3.191 -1.208 -2.172  0.181
15 H -1.696 -2.155 -2.306  0.163
16 H -1.655 -0.387 -2.516  0.149
17 H -1.039 -1.160 -0.340  0.484

Calculated values
Orbital gap (eV): 11.07
Total charge: 0
LUMO (Eh): 0.033
SMILES: OC[C@H]1CO1.CO



ΔE to the lowest compared entry with this formula, charge and spin list, top to bottom, in kJ/mol: 116.79 189.84 0.00 259.49 534.28 238.31